Record 1
Here is CH2OS2 as an isolated structure in a non-equilibrium geometry from the OMol25 dataset. Energies are from the ωB97M-V functional and the def2-TZVPD basis.

```
6
Properties=species:S:1:pos:R:3
C 0.59497 -0.19698 -0.00748
H -0.27333 1.32590 0.70323
H -1.74633 -0.04816 -0.26369
O 0.62415 1.13457 -0.22472
S -1.02997 -1.08389 -0.11034
S 1.83051 -1.13144 -0.09700
```

The value obtained for the highest occupied orbital energy is -9.200 eV. The calculation puts the LUMO energy at -0.0207 Eh. For the HOMO-LUMO gap, the calculation gives 0.317 Ha. The energy relative to the best compared isomer or geometry (same formula, charge and spin) comes out at 245.14 kJ/mol. The net charge is 0.

=====

Record 2
Here is an isolated molecule of CH2P2S3 in a non-equilibrium geometry from the OMol25 dataset. Energies are from the ωB97M-V functional and the def2-TZVPD basis.

```
8
Properties=species:S:1:pos:R:3
C 0.81083 -0.11712 -0.10801
P -0.60624 0.99697 -0.09521
P 0.63919 -1.98775 0.23611
S -2.21461 0.69360 -1.09567
S -0.17770 2.37247 1.16958
S -1.22563 -2.08988 0.54463
H 1.23965 -0.32746 -1.20376
H 1.53452 0.45918 0.55232
```

The value obtained for the highest occupied orbital energy is -8.944 eV. The calculation puts the LUMO energy at -0.0647 Eh. For the HOMO-LUMO gap, the calculation gives 0.264 Ha. The energy relative to the best compared isomer or geometry (same formula, charge and spin) comes out at 116.66 kJ/mol. The net charge is 0.

=====

- highest occupied orbital energy of number 1 (CH2OS2)?
  -9.200 eV